Here is the ion C4H5F3NO with charge +1 at a distorted geometry from the OMol25 dataset. Energies are from ωB97M-V with the def2-TZVPD basis set.

XYZ file:
```
14
Properties=species:S:1:pos:R:3:forces:R:3
C 0.7985 -0.1303 0.1405 -0.1 3.4 0.4
C 3.0639 0.0984 -0.6518 0.0 -1.1 0.0
C -1.6329 -0.3083 0.9121 -0.2 -0.5 -1.4
C -2.9577 0.0664 0.0940 1.2 -1.5 -1.0
N -0.5147 -0.3054 0.3166 2.0 -0.4 -0.3
O 1.7807 -0.7169 -0.4684 -1.5 -1.0 -0.1
F -2.5923 1.0852 -0.6530 -0.4 0.5 -0.6
F -3.2595 -1.0196 -0.6813 0.7 0.9 0.5
F -4.0397 0.3300 0.7697 0.3 0.3 0.8
H 1.1380 0.9328 0.4449 -1.1 -1.5 0.0
H 3.9499 -0.5907 -0.7739 -1.4 0.3 0.7
H 3.0635 0.6647 0.2799 0.7 0.4 -0.5
H 3.0080 0.6084 -1.6182 -0.5 0.3 0.5
H -1.8058 -0.7146 1.8889 0.3 -0.1 0.7
```
Positions in Å, forces in eV/Å.

Results
Total charge ... +1
HOMO ... -16.234 eV
Energy relative to the best compared isomer or geometry (same formula, charge and spin) ... 0.0 kcal per mole
SMILES string ... COC=[N+]=CC(F)(F)F
Maximum force ... 3.449 eV Å⁻¹
E_LUMO ... -5.546 eV

Here is a structure of composition C3H17Ba2NO4 at a distorted geometry from the OMol25 dataset. Energies are from ωB97M-V with the def2-TZVPD basis set.

XYZ file:
```
27
Properties=species:S:1:pos:R:3:forces:R:3
N 23.5121 2.2151 9.2574 -0.8 -1.0 1.5
H 24.2970 1.7004 9.6305 0.9 0.5 0.2
H 23.0016 1.5619 8.6806 -0.1 -0.5 -1.5
H 23.7313 3.0462 8.7269 1.1 1.3 -0.8
H 22.8572 2.3550 10.0134 0.4 1.0 0.8
Ba 22.3792 -1.9765 8.3456 1.5 -1.9 -1.4
Ba 19.8483 1.0754 9.0650 -1.0 1.1 -0.8
O 22.0852 0.6237 7.7055 -0.9 -1.5 1.0
H 22.6362 0.4936 6.9092 0.0 0.5 0.5
C 19.9793 0.8101 4.8012 -2.8 0.2 -1.1
O 21.3331 0.6452 4.8594 1.8 -0.5 0.6
H 19.6734 1.5864 4.0999 0.4 0.2 0.0
H 19.4025 -0.0557 4.4758 0.5 -0.5 -0.2
H 19.4407 1.0687 5.7128 0.2 0.4 1.1
H 21.6269 0.6975 5.7719 -0.5 0.3 -0.7
C 24.7701 -1.7765 5.9023 1.1 0.6 -0.6
O 24.0312 -2.9385 6.2743 -0.2 0.8 0.6
H 25.0520 -1.7590 4.8495 -0.8 0.0 -0.3
H 24.1794 -0.8845 6.1109 -0.2 0.3 0.0
H 25.7677 -1.6802 6.3308 -0.2 -0.3 0.9
H 24.2838 -3.5709 5.5976 -0.4 -1.0 0.1
C 25.7661 2.4160 7.0235 -0.3 1.0 0.2
O 24.9844 3.6058 7.3662 0.0 -1.3 0.4
H 26.5944 2.6515 6.3552 -0.1 0.0 0.1
H 26.1748 2.0305 7.9575 0.1 0.1 0.0
H 25.1263 1.6621 6.5648 -0.1 -0.1 -0.2
H 24.8147 4.1450 6.5903 0.2 0.2 -0.3
```
Positions in Å, forces in eV/Å.

Results
Total charge ... +4
HOMO ... -21.713 eV
Maximum force ... 3.015 eV Å⁻¹
E_LUMO ... -15.877 eV

Here is a structure of composition C23H29LuN14Se at a distorted geometry from the OMol25 dataset. Energies are from ωB97M-V with the def2-TZVPD basis set.

XYZ file:
```
68
Properties=species:S:1:pos:R:3:forces:R:3
Lu -4.8907 -2.6334 14.0325 0.4 -0.4 0.3
C -5.3293 1.5730 15.3752 -0.4 -0.4 1.0
C -5.2000 0.0791 15.3622 0.3 0.5 -0.5
N -4.4132 -0.5142 14.4882 -0.5 1.7 -0.2
C -3.6120 0.2886 13.5177 -0.1 -1.1 -0.3
C -2.8916 -0.7338 12.5962 0.5 0.3 -1.6
N -3.8293 -1.7380 12.0060 0.1 0.0 1.4
C -3.3034 -2.8369 11.1864 -0.8 0.1 0.5
C -2.7364 -3.9889 12.0039 0.4 -1.5 0.2
N -3.4872 -4.3754 13.2306 -1.0 -0.2 0.2
C -4.3419 -5.5822 13.4220 -0.8 1.0 -1.2
C -4.7813 -5.7038 14.8767 1.0 -2.4 -0.9
N -5.4220 -4.5298 15.2751 -0.7 1.4 0.8
C -5.8802 -4.3719 16.4791 -0.2 1.2 -1.4
C -5.9133 -5.4925 17.4082 -0.3 -0.7 0.8
C -6.2783 -2.9978 16.8297 -0.9 -0.3 0.9
C -7.0154 -2.5922 18.0067 0.3 -0.6 -0.2
C -7.3605 -1.2990 18.1449 -0.4 0.0 0.2
C -7.1834 -0.3159 17.0317 0.1 0.2 -0.3
C -5.9667 -0.7075 16.3001 -0.3 -1.8 -1.3
N -5.8266 -2.0397 16.0620 0.9 0.6 -0.1
H -5.5912 1.9476 14.4003 -0.1 0.1 -0.4
H -4.3894 2.0110 15.6882 0.2 0.2 0.1
H -6.1211 1.8505 16.0841 0.4 0.2 -0.3
H -2.8748 0.9117 14.0025 0.5 -0.1 0.5
H -4.1640 1.0324 12.9185 -0.5 -0.6 0.1
H -2.0741 -1.2528 13.1207 -0.7 -0.1 0.3
H -2.3542 -0.2654 11.7327 -0.4 0.3 0.7
H -4.6691 -1.3593 11.5756 0.4 0.4 -0.1
H -2.4912 -2.5365 10.5536 0.5 0.5 -0.6
H -4.1424 -3.1196 10.5493 0.1 -0.4 0.0
H -1.7820 -3.6891 12.4668 -0.1 0.0 -0.7
H -2.5463 -4.8619 11.2890 -0.2 1.0 1.0
H -2.8424 -4.4542 13.9929 0.8 0.2 0.2
H -3.8225 -6.4467 13.0968 0.6 -1.1 -0.2
H -5.2464 -5.5049 12.7915 0.4 0.1 0.2
H -3.8801 -5.9188 15.4943 -0.4 0.2 -0.1
H -5.3914 -6.6479 14.8848 0.2 0.8 0.3
H -6.5041 -6.3386 16.9814 0.1 0.7 0.5
H -6.2626 -5.1642 18.4147 0.4 -0.7 -0.8
H -4.8885 -5.8845 17.4054 -0.1 0.1 0.6
H -7.2884 -3.3162 18.7870 0.2 0.4 -0.4
H -7.8949 -1.0395 19.0430 -0.1 0.4 0.1
H -7.1244 0.7350 17.2929 -0.4 -0.1 0.5
N -9.2771 -1.4874 12.9003 0.9 -0.9 -0.1
C -8.1668 -2.2503 12.4140 0.0 0.6 0.0
N -8.0956 -2.6833 11.1451 0.5 0.0 1.1
N -6.8971 -3.2753 11.0733 -0.1 -0.4 -0.8
N -6.2775 -3.2236 12.1995 -1.1 0.6 0.1
N -7.0469 -2.5492 13.1042 -0.7 0.1 -0.4
C -9.1836 -1.0854 14.2364 -3.5 -1.2 -0.5
N -10.1624 -1.3423 15.1843 1.7 1.2 0.7
N -9.6114 -0.8574 16.3177 -0.2 -1.4 -1.0
N -8.4113 -0.4393 16.0208 -0.4 0.6 -0.5
N -8.1896 -0.4557 14.6960 3.1 0.6 1.5
H -10.1826 -1.8623 12.6099 0.5 0.3 0.2
Se -2.4571 -2.8048 15.8357 -0.2 -0.2 -0.2
C -2.3972 -1.2836 16.9833 0.0 0.8 -0.6
C -1.4617 -0.2565 16.7769 -0.1 -0.2 0.4
C -1.3904 0.8175 17.6624 0.0 -1.1 -1.1
C -2.2621 0.9163 18.6983 0.1 0.2 1.0
C -3.1804 -0.0839 18.9458 -0.2 0.7 -1.4
C -3.3125 -1.0961 18.0173 0.3 -0.6 0.7
H -0.7657 -0.2813 15.9537 0.1 -0.3 -0.1
H -0.6170 1.5285 17.5530 0.6 0.8 -0.3
H -2.1474 1.7776 19.3154 -0.2 0.4 0.7
H -3.9233 0.0194 19.6947 -0.4 0.0 0.8
H -4.1096 -1.7861 18.2101 -0.2 -0.6 -0.2
```
Positions in Å, forces in eV/Å.

Results
Total charge ... 0
HOMO ... -7.097 eV
Energy relative to the best compared isomer or geometry (same formula, charge and spin) ... 0.0 kcal per mole
Maximum force ... 3.730 eV Å⁻¹
E_LUMO ... -0.585 eV

Here is a structure of composition C14H5Cl8InN2O6 from the OMol25 dataset. Energies are from ωB97M-V with the def2-TZVPD basis set.

XYZ file:
```
36
Properties=species:S:1:pos:R:3:forces:R:3
In 0.4520 0.1201 -0.9974 -0.3 -0.3 0.0
C -2.3195 1.3384 1.5902 0.0 0.0 -0.1
C -0.8992 1.0745 1.9293 0.0 0.0 0.1
N 0.0391 0.6267 1.1129 -0.1 0.2 0.0
C 1.2100 0.5500 1.8243 0.0 -0.2 -0.1
C 0.9748 0.9246 3.1047 -0.1 0.2 0.2
N -0.3572 1.2556 3.1486 0.0 0.0 -0.1
C 1.7924 1.0457 4.3375 0.2 -0.2 0.2
O 3.0417 0.6430 4.2554 -0.4 0.1 0.5
O 1.2719 1.4653 5.3420 0.0 0.1 0.0
C 2.4688 0.1637 1.1357 -0.1 0.1 -0.2
O 3.5040 0.0990 1.7855 0.1 -0.3 -0.2
O 2.3567 -0.0347 -0.1334 0.2 0.0 0.1
H -2.4543 1.3001 0.5112 0.0 0.0 0.0
H -2.6130 2.3305 1.9321 0.0 0.0 0.0
H -2.9681 0.6012 2.0641 0.0 0.0 0.0
H -0.8060 1.5932 3.9888 0.0 0.0 0.0
H 3.2421 0.2939 3.3446 0.3 0.2 -0.3
Cl 0.3987 -2.7226 0.6864 -0.1 0.0 -0.1
C -0.3567 -2.8391 -0.8793 0.0 -0.2 0.2
C -0.3818 -1.7217 -1.7006 0.0 -0.1 -0.1
C -0.9941 -1.8639 -2.9381 -0.1 0.1 -0.3
Cl -1.0481 -0.5109 -4.0249 0.0 -0.1 0.1
C -1.5686 -3.0659 -3.3513 0.0 0.0 0.0
Cl -2.3217 -3.2013 -4.8904 0.0 0.0 0.1
C -1.5294 -4.1671 -2.4981 0.0 0.0 0.0
Cl -2.2280 -5.6575 -2.9857 0.0 0.1 0.0
C -0.9202 -4.0577 -1.2501 0.0 -0.1 0.0
Cl -0.8747 -5.4146 -0.1940 0.0 0.1 0.0
Cl 1.5242 4.2111 -3.5187 0.0 0.1 -0.1
C 1.1120 2.9462 -2.4140 0.2 -0.3 0.1
Cl 1.7953 1.3715 -3.0522 0.0 0.3 0.1
Cl 1.8376 3.2376 -0.8115 -0.1 0.0 -0.2
C -0.4388 2.7607 -2.2256 -0.1 -0.1 0.1
O -1.1686 3.6055 -2.6593 -0.1 0.1 0.0
O -0.7732 1.6988 -1.5688 0.2 0.3 0.0
```
Positions in Å, forces in eV/Å.

Results
Total charge ... 0
HOMO ... -9.669 eV
Energy relative to the best compared isomer or geometry (same formula, charge and spin) ... 0.0 kcal per mole
Maximum force ... 0.594 eV Å⁻¹
E_LUMO ... -0.248 eV

Here is a cluster of 2 separate species, C3H10N2O in total at a distorted geometry from the OMol25 dataset. Energies are from ωB97M-V with the def2-TZVPD basis set.

XYZ file:
```
16
Properties=species:S:1:pos:R:3:forces:R:3
C 0.1269 -0.9891 0.5421 -0.1 2.9 0.2
C 1.4002 -1.5030 1.1588 0.2 0.1 -0.3
H 2.0996 -0.6858 1.3355 0.0 0.0 0.0
H 1.8864 -2.2235 0.5049 0.0 0.1 0.0
H 1.1839 -1.9641 2.1297 -0.1 0.0 -0.1
H -0.4524 -1.7209 -0.0070 0.2 0.4 -0.5
H -0.4902 -0.4953 1.2964 -0.1 -0.4 0.1
H 1.1362 -1.1573 -1.4934 0.2 0.5 -0.8
C -0.5855 1.2943 -0.7182 -0.8 -0.1 0.2
N -1.6399 1.6306 0.1113 -0.1 -0.1 -0.2
O -0.6706 1.8036 -1.9710 0.3 0.0 0.6
N 0.4027 0.5491 -0.3938 0.0 -2.0 0.6
H -1.2225 2.5964 -1.9678 0.0 0.0 0.1
H -1.5848 1.2710 1.0512 0.1 0.0 -0.1
H -2.5669 1.5566 -0.2882 0.1 0.0 0.0
H 0.9767 0.0375 -1.2907 0.2 -1.5 0.2
```
Positions in Å, forces in eV/Å.

Results
Total charge ... 0
HOMO ... -6.492 eV
Energy relative to the best compared isomer or geometry (same formula, charge and spin) ... 118.3 kcal per mole
Maximum force ... 2.951 eV Å⁻¹
E_LUMO ... 0.371 eV

Here is a cluster of 4 separate species, C27H60BF4N3 in total at a distorted geometry from the OMol25 dataset. Energies are from ωB97M-V with the def2-TZVPD basis set.

XYZ file:
```
95
Properties=species:S:1:pos:R:3:forces:R:3
C 2.5171 -4.3491 1.5326 -0.4 -0.3 -0.1
C 3.0573 -3.6991 0.2719 0.7 0.1 -0.4
C 2.0814 -2.7481 -0.3866 0.0 0.1 -0.8
N 2.5774 -2.0841 -1.6834 0.2 0.6 0.6
C 3.6701 -1.0736 -1.3310 -0.1 0.2 0.0
C 3.9377 -0.0892 -2.4551 0.7 -0.2 0.1
C 2.6782 0.6276 -2.8886 0.1 -0.2 -0.8
C 1.7274 -0.4197 -3.4075 -0.6 -0.9 -0.3
C 1.3419 -1.4222 -2.3137 0.4 0.6 -0.5
C 3.1357 -3.1116 -2.6290 -0.6 0.9 0.2
H 2.1178 -3.6283 2.2467 0.0 0.1 -0.1
H 3.2985 -4.9181 2.0327 0.0 0.1 0.0
H 1.7328 -5.0631 1.2705 -0.1 0.1 0.1
H 3.3388 -4.4620 -0.4562 0.0 -0.2 0.2
H 3.9859 -3.1771 0.5229 -0.1 0.1 0.0
H 1.8156 -1.9366 0.2911 -0.3 0.0 -0.1
H 1.2032 -3.2569 -0.7880 -0.2 -0.2 0.7
H 3.3744 -0.5583 -0.4164 -0.2 -0.1 0.0
H 4.5759 -1.6443 -1.1359 -0.1 -0.1 0.1
H 4.7458 0.5863 -2.1674 -0.2 0.1 0.4
H 4.4167 -0.6669 -3.2533 -0.4 0.2 -0.4
H 2.2065 1.1829 -2.0739 0.2 0.1 0.1
H 2.8782 1.2872 -3.7351 0.2 0.3 0.3
H 0.8163 0.0151 -3.8301 -0.2 0.0 0.4
H 2.1304 -0.9595 -4.2709 0.3 0.1 0.1
H 0.7610 -0.8675 -1.5792 0.3 -0.3 0.6
H 0.7171 -2.2172 -2.7173 0.1 -0.2 0.1
H 2.2999 -3.7812 -2.8167 0.4 -0.5 -0.1
H 4.0156 -3.5528 -2.1789 -0.1 -0.3 0.0
H 3.4235 -2.6035 -3.5442 -0.1 -0.1 -0.1
C 2.7183 4.3300 -4.2466 -0.1 -0.2 0.6
C 1.3287 4.6822 -3.7408 -1.1 1.1 0.3
C 0.2670 3.6263 -3.9722 0.4 -0.5 -1.8
N -1.1699 4.0034 -3.7053 0.2 -0.3 0.9
C -2.0201 2.7367 -3.6881 -0.5 -0.2 0.0
C -1.8071 1.8953 -2.4289 0.5 0.2 0.1
C -2.0274 2.7435 -1.2078 -0.5 0.3 1.4
C -1.0467 3.9114 -1.1430 -0.3 -0.5 -1.0
C -1.2984 4.7575 -2.3800 -1.2 0.3 0.0
C -1.6933 4.9044 -4.7882 0.7 0.0 0.5
H 3.3737 5.1972 -4.2013 -0.1 0.1 0.1
H 2.7453 3.9869 -5.2804 -0.2 -0.2 0.1
H 3.1175 3.5812 -3.5608 0.3 -0.1 -0.3
H 0.9897 5.6173 -4.2034 0.1 -0.1 -0.1
H 1.2930 4.8975 -2.6672 0.6 0.0 -0.1
H 0.5475 2.6878 -3.4940 -0.4 0.2 0.4
H 0.2300 3.3992 -5.0440 0.2 -0.1 0.0
H -1.8523 2.1636 -4.6011 0.5 0.2 -0.1
H -3.0421 3.0990 -3.8068 -0.1 0.0 0.4
H -0.7757 1.5291 -2.4091 0.0 0.0 0.0
H -2.4118 0.9927 -2.3479 -0.3 0.2 -0.6
H -1.9917 2.1845 -0.2704 0.5 -0.3 -0.2
H -3.0535 3.1312 -1.1568 0.0 0.1 -0.5
H -0.0335 3.5055 -1.1438 0.1 0.2 0.4
H -1.2675 4.5134 -0.2653 0.4 0.1 0.0
H -0.7923 5.7212 -2.4289 0.6 -0.3 -0.2
H -2.3519 5.0545 -2.3553 -0.1 -0.1 0.0
H -2.7233 5.1677 -4.5686 0.0 0.0 0.1
H -1.6244 4.4057 -5.7502 0.1 0.0 0.0
H -1.0497 5.7778 -4.7260 -0.2 0.2 -0.5
C -3.5751 -4.6061 6.1499 -0.3 -0.2 -0.6
C -3.2700 -3.9018 4.8150 -0.1 -0.6 0.3
C -2.9971 -2.4167 4.9578 -1.1 0.0 -0.3
N -2.4368 -1.7134 3.7202 0.1 -1.2 2.6
C -2.5698 -0.2283 4.0055 0.5 0.1 -1.4
C -1.6523 0.3094 5.0834 -0.1 -0.3 0.5
C -0.1957 -0.0976 4.8893 -0.2 -0.6 -0.3
C -0.0381 -1.6164 4.7098 -1.5 0.1 0.2
C -0.9887 -2.1858 3.6262 0.6 1.5 -1.6
C -3.2585 -2.1273 2.5339 1.7 0.7 0.1
H -3.8103 -5.6290 5.8519 0.2 -0.1 0.4
H -4.4914 -4.2348 6.6095 0.1 0.2 0.1
H -2.7634 -4.6110 6.8732 0.1 0.1 0.0
H -4.1702 -4.0829 4.2237 0.1 0.3 -0.3
H -2.4701 -4.4605 4.3244 0.1 0.2 0.0
H -2.3720 -2.1890 5.8144 0.1 0.0 -0.1
H -3.9695 -1.9421 5.1125 0.1 0.1 0.3
H -3.6302 -0.0804 4.1974 0.0 0.2 0.1
H -2.3119 0.2570 3.0598 0.0 0.0 0.0
H -2.0591 0.0206 6.0555 0.2 0.1 0.1
H -1.6586 1.3983 5.0384 -0.4 0.0 0.0
H 0.3703 0.1594 5.7827 0.1 0.4 -0.2
H 0.1516 0.4441 4.0098 0.4 -0.1 0.1
H -0.3292 -2.0540 5.6679 0.3 -0.3 0.0
H 0.9995 -1.8868 4.5354 -0.1 -0.1 -0.4
H -0.9682 -3.2640 3.4941 -0.2 -0.1 0.4
H -0.7290 -1.7779 2.6426 0.6 0.0 0.1
H -4.2963 -2.0530 2.8305 -0.2 -0.3 -0.3
H -2.8632 -3.0935 2.2347 -0.7 -0.3 0.1
H -2.9825 -1.4494 1.7268 -0.3 0.2 0.0
B 0.4385 0.7121 0.9980 0.1 0.5 0.0
F 1.4070 1.4452 0.2940 0.1 0.1 0.0
F -0.3104 1.5580 1.8437 0.2 -0.4 -0.2
F -0.4115 0.1142 0.0521 -0.6 -0.3 -0.4
F 1.0558 -0.3292 1.7082 0.1 -0.1 0.3
```
Positions in Å, forces in eV/Å.

Results
Total charge ... +2
HOMO ... -15.697 eV
Energy relative to the best compared isomer or geometry (same formula, charge and spin) ... 13.4 kcal per mole
Maximum force ... 2.843 eV Å⁻¹
E_LUMO ... -3.764 eV

Record-wise gap between HOMO and LUMO values, in eV: 10.69 5.84 6.51 9.42 6.86 11.93